ORCA calculation (wB97M-V/def2-TZVPD) on C30H71N10O5P3S2Si2 as an isolated structure.

Properties
Spin multiplicity = 1

```
123
Properties=species:S:1:pos:R:3:mulliken_charge:R:1
S 4.130 3.490 7.697 -0.356
S 3.991 3.294 4.135 -0.210
P 4.950 1.781 7.136 0.061
P -4.014 -3.709 -4.598 0.713
P -0.673 2.538 -3.361 0.883
Si 1.578 0.557 4.048 -0.046
Si 4.177 1.371 5.045 0.557
O 2.282 -1.723 1.085 -0.495
O -3.306 -2.377 -4.514 -0.620
O 7.633 0.186 5.255 -0.551
O -0.761 3.329 -2.069 -0.889
O 2.773 0.522 5.276 -1.014
N -4.416 0.643 2.196 -0.696
N -3.795 2.818 1.527 -0.678
N -4.195 -3.732 -6.311 0.172
N -2.708 -4.697 -4.082 0.188
N -2.133 1.219 2.265 -0.038
N -2.101 1.626 -3.117 0.349
N -5.153 -5.041 -4.509 -0.107
N -0.507 1.937 -5.004 0.000
N 0.719 1.622 -2.936 0.174
N -1.935 2.131 6.058 -0.461
C 6.940 0.882 4.529 -0.613
C 0.497 2.561 5.820 -0.202
C -0.964 -0.877 4.020 0.234
C 0.556 2.117 4.317 -0.055
C 2.292 0.407 2.300 0.416
C -2.136 -4.433 -2.770 -1.003
C 2.986 -0.958 2.064 -0.856
C 7.529 2.210 4.077 0.823
C -3.802 -4.811 -7.194 -1.067
C -1.609 -0.006 1.625 -0.106
C -1.392 -1.220 2.564 -1.125
C 0.562 -1.032 4.318 -0.916
C 7.818 4.602 4.324 -0.978
C -2.248 0.186 -3.044 -0.881
C 7.253 3.410 4.717 0.145
C -3.481 1.482 2.000 0.315
C -3.352 2.345 -2.956 -1.228
C 8.701 4.658 3.258 -0.450
C -2.086 -5.793 -4.791 -1.030
C 0.830 0.177 -2.971 -0.962
C 0.672 2.520 -5.697 -1.113
C -1.658 2.184 -5.897 -0.999
C 5.539 0.400 4.140 -0.225
C -4.084 -2.459 -7.011 -1.033
C 8.401 2.279 3.004 -0.186
C 8.975 3.468 2.609 -0.542
C -5.254 -5.711 -3.194 -1.023
C -0.591 1.761 6.562 -0.691
C 1.561 2.152 -1.878 -0.943
C -6.536 -4.620 -4.855 -1.111
H -2.261 -1.884 2.616 0.525
H -6.580 -4.183 -5.850 0.315
H -1.479 -5.437 -5.628 0.225
H 7.566 5.507 4.873 0.394
H 9.164 5.599 2.977 0.393
H 1.592 2.321 -5.152 0.313
H 1.484 0.472 1.553 -0.345
H 0.942 -1.857 3.698 0.631
H -1.469 -1.622 4.658 0.520
H -1.411 1.904 -6.921 0.394
H 6.564 3.431 5.561 0.125
H -2.659 -4.994 -1.982 0.267
H -5.278 1.121 1.937 0.293
H -0.491 2.029 3.996 0.109
H 2.578 -2.636 1.172 0.292
H -5.417 -4.998 -2.381 0.366
H 5.503 -0.668 4.400 0.509
H 3.011 1.193 2.033 0.573
H 1.461 2.436 6.329 -0.331
H -6.923 -3.884 -4.145 0.351
H 1.136 1.934 -0.888 0.132
H -1.552 1.975 1.921 0.223
H -4.594 -1.668 -6.467 0.287
H -1.362 0.086 4.363 -0.639
H 0.576 3.604 -5.813 0.358
H 0.382 -0.290 -2.087 0.181
H -2.366 2.760 6.721 0.258
H -2.943 3.372 1.456 0.272
H 0.792 2.072 -6.684 0.422
H 0.252 3.632 5.850 0.529
H -6.077 -6.425 -3.194 0.380
H -3.842 2.535 -3.923 0.286
H -2.202 -3.373 -2.514 0.139
H -1.078 -4.695 -2.729 0.497
H -0.516 2.035 7.629 0.466
H -3.292 -0.122 -3.078 0.676
H 6.358 1.873 7.177 0.150
H -4.359 -6.292 -2.976 0.267
H -2.816 -6.521 -5.159 0.321
H 5.412 0.520 3.054 0.304
H -2.729 -4.788 -7.416 0.286
H 1.698 3.227 -1.972 0.348
H 2.563 1.716 -1.923 0.343
H -2.511 1.567 -5.620 0.215
H 4.436 0.754 7.963 0.118
H -2.343 -0.327 0.869 0.336
H 3.012 -1.534 3.009 0.414
H -0.575 -1.816 2.126 0.345
H -4.067 -5.790 -6.797 0.290
H 8.666 1.390 2.430 0.411
H -4.337 -4.735 -8.146 0.363
H -0.680 0.176 1.069 -0.121
H 0.707 -1.331 5.367 0.436
H -1.965 3.233 -5.891 0.342
H -1.420 -6.361 -4.139 0.464
H -1.836 -0.201 -2.104 -0.075
H 9.678 3.504 1.778 0.358
H -7.203 -5.482 -4.865 0.413
H -0.419 0.677 6.516 0.146
H 1.884 -0.121 -3.000 0.411
H -4.050 1.798 -2.322 0.424
H 0.388 -0.253 -3.867 0.268
H -2.483 1.289 5.938 0.147
H -4.293 3.255 2.303 0.287
H 0.962 2.990 3.780 0.411
H -3.192 3.314 -2.476 0.361
H -1.780 -0.331 -3.884 0.272
H -4.564 -2.519 -7.992 0.353
H 3.190 3.180 3.056 0.105
H 4.038 -0.850 1.754 0.282
H -3.038 -2.161 -7.158 0.291
```



ORCA calculation (wB97M-V/def2-TZVPD) on a single C7H8S molecule.

Properties
Spin multiplicity = 1
SMILES = C#C[C@@H]1CC(=S)[C@@H]1C

```
16
Properties=species:S:1:pos:R:3:mulliken_charge:R:1
S -3.101 -0.067 -0.317 -0.333
C 2.704 -0.171 -0.556 -0.231
C -1.565 -0.230 -0.062 0.064
C -0.394 0.509 0.599 -0.029
C 1.652 -0.717 -0.051 -0.506
C -0.830 -1.630 -0.261 -0.654
C -0.089 1.792 -0.100 -0.978
C 0.338 -0.971 0.549 0.390
H -0.753 2.853 0.334 0.258
H 1.060 1.728 0.173 0.242
H -1.048 0.797 1.582 0.260
H 3.507 0.532 -1.300 0.301
H 0.437 -1.543 1.564 0.325
H -1.433 -2.448 0.384 0.252
H 0.147 1.495 -1.220 0.321
H -0.634 -1.929 -1.318 0.318
```



ORCA calculation (wB97M-V/def2-TZVPD) on a 7-piece molecular cluster, C22H53N7O7PS overall.

Properties
Charge = -1
Spin multiplicity = 1

```
91
Properties=species:S:1:pos:R:3:mulliken_charge:R:1
S 4.296 -1.427 -6.448 -0.623
P 3.185 -3.040 -6.104 0.213
O 3.014 -4.159 -2.424 -0.553
O -0.182 -0.786 -5.173 -0.393
O 0.003 2.667 -1.463 -0.700
O -3.243 2.893 4.162 -0.518
O -4.390 1.169 -0.978 -0.690
O 3.889 -1.523 2.837 -0.628
O 0.167 -0.903 2.487 -0.512
N 1.556 -2.615 -5.868 -0.486
N -1.936 3.842 -1.720 0.249
N 4.057 0.426 1.676 0.173
N -4.003 -0.505 0.518 0.237
N 2.322 -4.410 -0.263 0.208
N -1.825 3.730 2.592 0.377
N -0.682 -0.892 4.598 0.244
C 3.681 1.820 1.558 -0.997
C -2.697 3.832 3.618 -0.018
C -3.452 -1.822 0.773 -0.629
C -2.040 -0.699 4.120 -0.411
C 1.974 -3.744 0.974 -0.811
C -1.206 2.747 -1.411 -0.112
C -3.384 3.833 -1.621 -0.740
C -4.629 0.225 1.606 -0.933
C -1.250 5.043 -2.156 -1.047
C 0.235 0.394 -4.517 -0.204
C -0.437 -0.983 6.023 -0.995
C 4.934 -0.158 0.675 -0.810
C -0.207 -1.889 -4.279 -0.474
C -1.500 2.410 2.083 -0.397
C -1.206 4.893 1.987 -0.787
C 1.092 -2.816 -4.489 -0.140
C -3.950 0.066 -0.704 0.061
C 1.722 0.385 -4.036 -0.503
C 3.617 -0.350 2.689 0.134
C 2.233 -5.853 -0.356 -1.029
C 2.727 -3.700 -1.345 0.132
C 0.315 -0.980 3.689 0.064
H 2.353 -0.353 -4.555 0.042
H 5.838 -0.533 1.157 0.298
H -1.071 1.811 2.886 0.234
H -1.469 4.935 0.928 0.178
H -1.971 5.830 -2.365 0.373
H -2.099 0.219 3.542 0.015
H -1.546 5.806 2.474 0.341
H 1.813 -2.455 -3.719 -0.097
H -0.437 0.595 -3.656 0.134
H 2.960 0.190 3.389 0.305
H 0.932 -3.966 1.223 0.371
H -4.107 1.172 1.758 0.239
H 4.428 -0.995 0.190 0.143
H 3.023 2.110 2.377 0.289
H -1.830 1.898 -1.094 0.555
H -0.561 5.376 -1.376 0.302
H -3.018 -2.239 -0.134 0.309
H 0.624 -1.126 6.221 0.310
H -0.121 4.820 2.086 0.295
H 3.252 -3.800 -7.321 0.016
H 1.307 -1.133 4.145 0.255
H -2.878 4.873 3.931 0.253
H -1.067 -2.534 -4.559 0.351
H 3.159 1.976 0.611 0.373
H 1.892 -6.269 0.591 0.397
H 4.578 2.443 1.583 0.360
H 2.766 -2.616 -1.152 0.221
H -0.993 -1.829 6.434 0.328
H -2.317 -1.534 3.473 0.148
H 2.622 -4.097 1.779 0.354
H -3.818 4.048 -2.601 0.369
H -0.294 -1.559 -3.226 0.121
H -2.733 -0.642 4.956 0.377
H -0.769 -0.063 6.508 0.343
H 1.734 0.124 -2.955 0.038
H 1.533 -6.125 -1.149 0.296
H -3.703 4.600 -0.907 0.313
H -4.593 -0.362 2.521 0.360
H 2.196 1.377 -4.147 0.359
H 3.747 -3.789 -5.018 0.003
H -5.668 0.441 1.350 0.346
H 0.152 1.206 -5.263 0.323
H -3.729 2.848 -1.280 0.197
H 0.826 -3.884 -4.295 0.276
H -0.789 2.484 1.264 0.228
H -0.672 4.827 -3.057 0.316
H -2.413 1.923 1.734 -0.458
H -4.245 -2.485 1.127 0.363
H -3.455 -0.566 -1.456 0.354
H 2.092 -2.667 0.873 0.108
H 5.200 0.586 -0.072 0.405
H -2.674 -1.749 1.537 0.027
H 3.213 -6.264 -0.605 0.290
```



ORCA calculation (wB97M-V/def2-TZVPD) on a 2-piece molecular cluster, C3H9NO2 overall.

Properties
Spin multiplicity = 1
SMILES = C=CO.NCO

```
15
Properties=species:S:1:pos:R:3:mulliken_charge:R:1
O 1.164 1.860 0.736 -0.472
O 0.163 0.106 -1.962 -0.552
N -1.358 -1.142 -0.654 -0.456
C 1.130 -0.310 1.812 -0.534
C 1.246 1.031 1.810 0.088
C -1.190 -0.053 -1.549 -0.244
H 1.839 1.551 2.554 0.330
H 1.063 -0.821 2.758 0.282
H 0.887 -0.767 0.867 0.005
H -2.312 -1.473 -0.613 0.217
H -1.539 0.921 -1.157 0.249
H -0.730 -1.913 -0.833 0.193
H 0.730 -0.316 -1.307 0.328
H -1.782 -0.125 -2.474 0.279
H 0.691 1.451 0.011 0.286
```



ORCA calculation (wB97M-V/def2-TZVPD) on a single C7H13N molecule.

Properties
Spin multiplicity = 1
SMILES = C[C@@]12CCN[C@@]1(C)C2

```
21
Properties=species:S:1:pos:R:3:mulliken_charge:R:1
N 0.878 1.246 0.239 -0.455
C -0.162 -0.878 -0.001 1.080
C -0.340 1.079 -1.734 -1.497
C 0.685 -1.403 1.149 -1.406
C 0.449 -1.261 -1.305 -0.657
C 0.521 0.258 -0.731 0.488
C -1.299 -0.124 0.635 -0.863
C -0.298 1.169 1.089 -0.943
H -0.094 -1.192 -2.284 0.261
H 0.603 -0.811 2.182 0.184
H -0.864 2.002 1.021 0.431
H -0.075 1.047 2.169 0.412
H -1.276 0.531 -2.028 0.398
H 0.474 -2.462 1.580 0.283
H 1.766 -1.411 0.949 0.351
H -0.599 2.013 -1.240 0.355
H -2.010 0.308 -0.082 0.274
H 1.376 -1.770 -1.206 0.272
H 1.797 1.014 0.820 0.390
H 0.171 1.201 -2.804 0.304
H -1.703 -0.558 1.580 0.339
```



ORCA calculation (wB97M-V/def2-TZVPD) on a single C4H9N3O2 molecule.

Properties
Spin multiplicity = 1
SMILES = C=NO/C(=N\O)NCC

```
18
Properties=species:S:1:pos:R:3:mulliken_charge:R:1
O -1.305 -0.153 -1.043 -0.126
O -1.739 2.450 0.133 -0.370
N 0.889 0.493 -1.182 -0.251
N -0.508 1.881 -0.053 -0.461
N -2.119 -0.350 0.076 -0.488
C -0.357 0.709 -0.685 0.748
C 1.755 -0.463 -0.550 -0.615
C -2.670 -1.475 0.113 -0.322
C 1.971 -0.082 1.024 -0.877
H -2.304 -2.238 -0.604 0.299
H 2.817 -0.478 -0.947 0.290
H 1.451 -1.539 -0.832 0.298
H -2.226 1.634 0.492 0.405
H 1.063 -0.057 1.680 0.264
H 2.576 -0.857 1.459 0.383
H 1.431 1.410 -1.122 0.328
H -3.225 -1.824 1.156 0.238
H 2.497 0.938 0.886 0.256
```



Listing E_tot for the structures above in their given order: -4508.88694; -669.45049; -2519.55310; -324.87351; -329.07904; -472.36456 hartree.
Listing molar mass for the structures above in their given order: 865.2; 124.2; 590.7; 91.1; 111.2; 131.1 g/mol.
Listing HOMO for the structures above in their given order: -7.69; -8.38; -2.63; -8.87; -8.00; -8.47 eV.